No. 1
Molecular formula: C6H13O
Method: DFT, ωB97M-V with the def2-TZVPD basis set

Output
Highest occupied orbital energy (spin up / spin down) in hartree: -0.2912 / -0.3675
Kohn-Sham gap (spin up / spin down) in eV: 8.905 / 10.580
ΔE to the lowest compared entry with this formula, charge and spin in kcal/mol: 20.5

```
! wB97M-V def2-TZVPD RIJCOSX def2/J DEFGRID3
* xyz 0 2
O -1.73 0.76 -5.74
C -0.69 1.04 -1.02
C -1.82 1.09 -1.97
C -1.26 0.99 -3.40
C -0.58 -1.92 0.25
C 0.44 -1.77 1.12
C -2.36 0.88 -4.47
H -0.59 0.11 -3.46
H -2.43 2.02 -1.91
H -2.99 1.78 -4.43
H -0.40 -2.22 -0.79
H -2.49 0.23 -1.76
H -1.61 -1.71 0.54
H -0.87 1.20 0.05
H -0.64 1.88 -3.62
H -2.42 0.68 -6.42
H 0.31 1.18 -1.43
H 1.46 -2.02 0.83
H 0.25 -1.51 2.17
H -2.97 -0.01 -4.25
*
```

Results of the Mulliken charge analysis, in e, for atoms 1 through 6: number 1, O, carries -0.509; number 2, C, carries -1.126; number 3, C, carries -0.064; number 4, C, carries -0.658; number 5, C, carries -0.506; number 6, C, carries -0.418

=====

No. 2
Molecular formula: C6H13O2
Method: DFT, ωB97M-V with the def2-TZVPD basis set

Output
Highest occupied orbital energy in hartree: -0.1463
Kohn-Sham gap in eV: 7.936
ΔE to the lowest compared entry with this formula, charge and spin in kcal/mol: 45.1

```
! wB97M-V def2-TZVPD RIJCOSX def2/J DEFGRID3
* xyz -1 1
O 1.23 -1.13 1.37
O -0.85 -1.28 2.11
C -1.85 -1.62 -0.23
C 0.84 1.64 1.02
C 0.07 -1.54 1.28
C -0.52 -2.34 0.02
C 0.34 2.07 -0.38
C 1.05 1.14 -1.49
H -0.67 -3.41 0.29
H 0.39 0.83 -2.25
H 0.70 3.17 -0.69
H 1.44 0.25 -1.07
H -2.41 -1.69 0.62
H 1.55 2.42 1.54
H -2.50 -1.84 -1.12
H -0.01 1.43 1.63
H -0.75 2.24 -0.51
H -1.66 -0.59 -0.57
H 0.32 -2.20 -0.75
H 1.84 1.68 -2.03
H 1.46 0.78 1.21
*
```

Results of the Mulliken charge analysis, in e, for atoms 1 through 6: number 1, O, carries -0.765; number 2, O, carries -0.721; number 3, C, carries -0.950; number 4, C, carries -1.143; number 5, C, carries 0.500; number 6, C, carries -0.245

=====

No. 3
Molecular formula: C6H13O2P
Method: DFT, ωB97M-V with the def2-TZVPD basis set

Output
Highest occupied orbital energy in hartree: -0.2928
Kohn-Sham gap in eV: 8.430
ΔE to the lowest compared entry with this formula, charge and spin in kcal/mol: 98.8

```
! wB97M-V def2-TZVPD RIJCOSX def2/J DEFGRID3
* xyz 0 1
P -0.60 -0.91 -0.16
O 1.25 -1.42 0.97
O 0.18 0.14 -1.15
C -2.25 1.32 0.71
C -0.76 -2.46 -1.13
C -2.05 -0.19 0.45
C 1.18 1.19 -0.86
C 1.77 -0.17 1.17
C 2.24 0.61 0.01
H 0.54 2.00 -0.47
H -1.04 -3.21 -0.49
H -1.89 1.97 -0.04
H 2.54 -0.16 1.88
H 3.06 0.02 -0.64
H -1.95 1.86 1.70
H 0.13 -2.51 -1.69
H 0.84 0.45 1.48
H 1.43 1.55 -1.89
H 2.95 1.51 0.31
H -2.62 -0.83 1.08
H -1.62 -2.31 -2.01
H -3.33 1.53 0.77
*
```

Results of the Mulliken charge analysis, in e, for atoms 1 through 6: number 1, P, carries 0.906; number 2, O, carries -0.676; number 3, O, carries -0.348; number 4, C, carries -1.197; number 5, C, carries -1.001; number 6, C, carries -0.374

=====

No. 4
Molecular formula: C6H13O3Tb
Method: DFT, ωB97M-V with the def2-TZVPD basis set

Output
Highest occupied orbital energy (spin up / spin down) in hartree: -0.6607 / -0.6115
Kohn-Sham gap (spin up / spin down) in eV: 7.919 / 8.305
ΔE to the lowest compared entry with this formula, charge and spin in kcal/mol: 0.0

```
! wB97M-V def2-TZVPD RIJCOSX def2/J DEFGRID3
* xyz 2 7
Tb -0.35 1.53 -0.27
O -0.79 -0.66 -0.07
O -0.05 -2.70 0.50
O 1.57 0.43 0.04
C 1.54 -0.92 0.50
C -1.95 -1.42 0.31
C -1.53 3.44 0.46
C 0.35 -1.57 -0.17
C 2.77 1.13 0.35
C -1.44 -2.85 0.23
H -2.77 -1.20 -0.39
H 3.60 0.71 -0.24
H -1.15 4.35 -0.03
H -2.23 -1.12 1.33
H -1.42 3.60 1.55
H 1.41 -0.94 1.60
H 2.99 1.05 1.42
H 2.47 -1.43 0.22
H 0.54 -1.77 -1.24
H -1.59 -3.28 -0.78
H 2.61 2.18 0.08
H -1.88 -3.51 0.99
H -2.61 3.38 0.24
*
```

Results of the Mulliken charge analysis, in e, for atoms 1 through 6: number 1, Tb, carries 1.532; number 2, O, carries -0.311; number 3, O, carries -0.356; number 4, O, carries -0.261; number 5, C, carries -0.549; number 6, C, carries -0.339

=====

No. 5
Molecular formula: C6H13O3Yb
Method: DFT, ωB97M-V with the def2-TZVPD basis set

Output
Highest occupied orbital energy (spin up / spin down) in hartree: -0.1589 / -0.2179
Kohn-Sham gap (spin up / spin down) in eV: 4.809 / 5.975
ΔE to the lowest compared entry with this formula, charge and spin in kcal/mol: 179.8

```
! wB97M-V def2-TZVPD RIJCOSX def2/J DEFGRID3
* xyz 0 2
Yb -1.40 -0.69 0.21
O 0.20 0.93 -0.16
O -1.80 0.11 -1.70
O 0.32 -0.97 1.64
C 0.11 -1.79 2.79
C 1.38 0.85 0.60
C 0.27 1.24 -1.59
C -1.23 1.41 -1.82
C 1.04 0.22 1.92
C -1.15 -0.84 -2.60
H 0.41 0.89 2.54
H -1.93 -1.12 -3.34
H -1.77 2.07 -1.12
H 1.07 -2.21 3.12
H 1.33 0.96 -1.77
H 1.96 -0.01 2.48
H -0.74 -1.84 -2.36
H -1.43 1.80 -2.83
H 1.82 1.85 0.75
H -0.57 -2.60 2.49
H -0.35 -1.21 3.60
H 0.36 0.73 -2.90
H 2.10 0.23 0.05
*
```

Results of the Mulliken charge analysis, in e, for atoms 1 through 6: number 1, Yb, carries -0.084; number 2, O, carries -0.024; number 3, O, carries -0.173; number 4, O, carries -0.125; number 5, C, carries -0.739; number 6, C, carries -0.448

=====

No. 6
Molecular formula: C6H13O4PSi
Method: DFT, ωB97M-V with the def2-TZVPD basis set

Output
Highest occupied orbital energy in hartree: -0.0003
Kohn-Sham gap in eV: 6.214

```
! wB97M-V def2-TZVPD RIJCOSX def2/J DEFGRID3
* xyz -2 1
P 2.50 -0.66 -0.01
Si 0.02 0.71 -0.86
O 0.03 -0.26 0.77
O 3.36 0.42 0.53
O 1.61 0.23 -1.05
O 3.12 -1.90 -0.52
C 0.96 -1.06 1.08
C -1.47 -0.57 -1.16
C -0.07 2.37 0.05
C -0.79 -1.64 2.82
C 0.70 -1.89 2.25
C -0.41 1.33 -2.79
H -2.36 -0.07 -1.57
H -0.88 2.42 0.81
H -1.00 -0.52 2.72
H 1.31 -2.70 2.82
H -1.03 -1.21 -1.96
H -0.20 3.11 -0.77
H -0.88 -1.95 3.88
H 0.81 2.72 0.51
H -1.58 -1.27 -0.35
H -0.84 0.47 -3.31
H -1.47 -2.07 2.18
H 0.03 2.10 -3.53
H -1.47 1.88 -2.55
*
```

Results of the Mulliken charge analysis, in e, for atoms 1 through 6: number 1, P, carries 0.624; number 2, Si, carries 1.040; number 3, O, carries -0.493; number 4, O, carries -0.774; number 5, O, carries -0.438; number 6, O, carries -0.784

=====

No. 7
Molecular formula: C6H13O5Tb
Method: DFT, ωB97M-V with the def2-TZVPD basis set

Output
Highest occupied orbital energy (spin up / spin down) in hartree: -0.3509 / -0.4838
Kohn-Sham gap (spin up / spin down) in eV: 4.601 / 9.376
ΔE to the lowest compared entry with this formula, charge and spin in kcal/mol: 0.0

```
! wB97M-V def2-TZVPD RIJCOSX def2/J DEFGRID3
* xyz 1 8
Tb 2.28 -2.47 -2.20
O -4.26 0.53 0.26
O 3.05 -4.18 -1.69
O 0.41 -3.76 -1.85
O 0.87 -1.13 -2.07
O -2.63 2.17 0.57
C -3.98 -0.15 1.47
C 0.82 -4.89 -1.09
C 2.20 -5.28 -1.61
C -3.28 1.30 -0.27
C -0.45 -1.56 -2.03
C -0.58 -2.89 -1.30
H 2.60 -6.06 -0.94
H 0.89 -4.60 -0.02
H -0.38 -2.76 -0.22
H 2.07 -5.76 -2.61
H -3.06 -0.75 1.37
H -2.05 1.70 1.19
H -0.87 -1.67 -3.05
H -3.62 1.80 -1.18
H 0.09 -5.71 -1.19
H -4.83 -0.81 1.67
H -1.59 -3.33 -1.42
H -3.87 0.56 2.30
H -1.13 -0.81 -1.52
*
```

Results of the Mulliken charge analysis, in e, for atoms 1 through 6: number 1, Tb, carries 1.899; number 2, O, carries -0.259; number 3, O, carries -0.720; number 4, O, carries -0.351; number 5, O, carries -0.745; number 6, O, carries -0.484

=====

No. 8
Molecular formula: C6H14
Method: DFT, ωB97M-V with the def2-TZVPD basis set

Output
Highest occupied orbital energy in hartree: -0.3951
Kohn-Sham gap in eV: 11.951
ΔE to the lowest compared entry with this formula, charge and spin in kcal/mol: 40.0

```
! wB97M-V def2-TZVPD RIJCOSX def2/J DEFGRID3
* xyz 0 1
C 2.64 -0.68 -1.37
C -1.79 0.61 1.29
C 0.42 -0.32 -0.02
C 1.87 0.24 -0.39
C -0.45 0.91 0.57
C -2.66 -0.40 0.34
H 1.68 1.21 -0.93
H -2.25 1.57 1.53
H -1.54 0.08 2.26
H 0.47 -1.25 0.69
H 2.81 -1.68 -0.77
H -3.42 -1.25 0.78
H 2.39 0.43 0.58
H -0.15 -0.58 -0.95
H -1.89 -1.03 -0.30
H 3.52 -0.18 -1.66
H -3.13 0.17 -0.40
H -0.72 1.61 -0.27
H 0.24 1.40 1.30
H 1.95 -0.85 -2.30
*
```

Results of the Mulliken charge analysis, in e, for atoms 1 through 6: number 1, C, carries -1.052; number 2, C, carries -0.418; number 3, C, carries -0.438; number 4, C, carries -0.527; number 5, C, carries -0.644; number 6, C, carries -0.952

=====

no.,total energy (Eh)
1,-311.52871
2,-386.88768
3,-728.10845
4,-1285.85468
5,-1620.41681
6,-1168.30437
7,-1436.75599
8,-236.94769